No. 1
Entry from the OMol25 dataset: an isolated molecule of C2H6N2O at a distorted geometry (wB97M-V/def2-TZVPD).

Properties
Lowest unoccupied orbital energy, eV: 1.036
Kohn-Sham gap, eV: 10.29
Net charge: 0
Calculated total energy, Eh: -264.395390
Energy relative to the best compared isomer or geometry (same formula, charge and spin), kcal/mol: 120.4
HOMO level, eV: -9.3

XYZ file:
```
11
Properties=species:S:1:pos:R:3:forces:R:3
C -1.25499 0.39048 -0.06653 0.5 -0.2 0.1
C -0.39423 -0.70646 0.50618 -0.7 -0.6 -1.5
O 0.47338 -1.47892 -0.61548 -2.9 -0.6 1.2
N 0.96788 -0.82978 0.48828 4.1 4.9 -1.0
N 1.58586 0.59908 -0.03830 -0.3 -1.8 1.7
H -1.01010 0.58396 -1.10792 0.0 0.0 0.0
H -1.11835 1.30320 0.51084 0.0 0.1 0.1
H -2.29750 0.08431 0.00934 0.0 0.0 -0.1
H -0.82019 -1.18924 1.38580 -0.2 -0.8 -0.6
H 1.28389 0.83288 -0.98514 -0.3 -0.7 0.1
H 2.58436 0.41048 -0.08707 -0.2 -0.1 0.1
```
Positions in Å, forces in eV/Å.

=====

No. 2
Entry from the OMol25 dataset: a 3-piece molecular cluster, C3H13NO2S overall at a distorted geometry (wB97M-V/def2-TZVPD).

Properties
Lowest unoccupied orbital energy, eV: 0.424
Kohn-Sham gap, eV: 9.67
Net charge: 0
Calculated total energy, Eh: -725.492303
Energy relative to the best compared isomer or geometry (same formula, charge and spin), kcal/mol: 18.2
HOMO level, eV: -9.2

XYZ file:
```
20
Properties=species:S:1:pos:R:3:forces:R:3
C -1.46486 -0.78802 -0.50632 -0.4 -0.9 0.3
N -0.78222 -0.23535 0.66214 0.3 -0.1 -0.3
C 0.65610 -0.10596 0.45576 0.6 0.2 0.0
C 1.04681 1.36689 0.49383 1.0 -0.2 -0.2
S 2.87238 1.66086 0.33422 -0.4 -0.2 0.1
H -1.24294 -0.23679 -1.41074 -0.1 0.4 0.0
H -1.18919 -1.83349 -0.71905 0.2 0.2 0.0
H -2.53584 -0.82505 -0.29878 0.0 0.4 -0.2
H -0.92789 -0.86891 1.42684 -0.2 -0.2 0.3
H 0.95164 -0.55028 -0.49325 0.0 0.0 -0.3
H 1.25844 -0.65164 1.19446 -0.3 0.1 0.2
H 0.79389 1.74740 1.48017 -0.4 0.4 -0.3
H 0.62431 1.90157 -0.35775 -0.5 0.1 0.5
H 3.18515 0.41498 -0.02818 0.1 -0.1 -0.1
O 0.75310 -2.06146 -3.18724 0.2 0.2 0.1
H 1.59031 -1.77812 -2.79777 -0.1 -0.1 -0.1
H 0.50865 -1.33946 -3.77538 0.0 0.0 0.0
O -2.25780 1.71786 2.55181 0.1 0.1 0.0
H -1.66834 1.48753 1.81614 -0.2 -0.2 0.0
H -2.17167 0.97745 3.15910 0.0 0.0 0.0
```
Positions in Å, forces in eV/Å.

=====

No. 3
Entry from the OMol25 dataset: an isolated molecule of C3H6O2S2 at a distorted geometry (wB97M-V/def2-TZVPD).

Properties
Lowest unoccupied orbital energy, eV: 0.455
Kohn-Sham gap, eV: 9.32
Net charge: 0
Calculated total energy, Eh: -1064.665319
Energy relative to the best compared isomer or geometry (same formula, charge and spin), kcal/mol: 75.5
HOMO level, eV: -8.9

XYZ file:
```
13
Properties=species:S:1:pos:R:3:forces:R:3
O -0.67564 1.34011 -2.04380 -0.2 -1.6 0.0
C -0.62641 0.24924 -1.51828 1.2 0.6 1.8
S -1.01209 -1.34891 -2.20213 0.3 0.4 0.3
C -0.36648 0.27123 0.15117 -0.8 0.0 1.4
O -0.19923 1.67038 0.43929 -0.8 -2.0 0.0
C 0.52387 -0.57387 1.51407 0.5 3.0 -4.1
S 2.20853 -0.95495 1.22887 1.0 -0.6 -0.7
H -1.12210 -0.97132 -3.48132 0.0 0.2 0.0
H -1.35646 -0.26712 0.44691 0.8 1.6 -0.2
H -0.63816 2.10636 -0.30763 0.3 0.3 0.0
H 0.43778 0.04985 2.39506 -0.9 -0.3 -0.1
H 0.11692 -1.48781 1.33103 -2.0 -2.4 0.9
H 2.70947 -0.08320 2.04675 0.6 0.9 0.6
```
Positions in Å, forces in eV/Å.